C34H58BF15NO10 | ωB97M-V/def2-TZVPD

```
119
Properties=species:S:1:pos:R:3:forces:R:3
C -4.4972 2.9882 5.6680 0.1 -0.3 0.3
C -3.2793 3.6329 6.3290 -0.2 0.1 0.2
C -2.9171 5.0546 5.8643 0.1 -0.1 0.0
C -3.2342 5.3916 4.4104 0.0 -0.1 0.0
C -2.5165 4.5442 3.3467 0.1 0.3 -0.2
C -1.0486 4.1993 3.6073 0.0 -0.5 -0.4
C -0.6046 2.9280 2.8694 0.1 -0.1 0.4
C 0.7188 2.3815 3.4124 0.1 0.3 -0.4
C 1.4482 1.4074 2.4693 0.3 -0.1 0.3
C 2.8975 1.8117 2.1632 -0.1 0.0 -0.1
C 3.7979 0.6441 1.7277 0.4 0.0 -0.1
C 4.9223 0.2987 2.7368 0.0 0.1 -0.2
B 6.4413 0.7839 2.2701 -0.1 0.0 0.4
C 7.3715 1.1617 3.6054 0.1 -0.2 -0.4
C 8.8501 0.7468 3.5182 -0.3 0.2 0.2
N 9.4215 0.1355 4.7431 0.5 0.1 -0.2
H -5.4288 3.3824 6.0746 -0.1 0.2 -0.2
H -4.5056 3.0757 4.5856 0.0 0.1 -0.1
H -4.4998 1.9211 5.8974 -0.1 0.0 0.0
H -2.4182 2.9667 6.2562 0.0 0.0 -0.3
H -3.5029 3.6916 7.3974 0.2 -0.1 0.1
H -1.8500 5.2088 6.0307 0.0 0.1 0.1
H -3.4161 5.7821 6.5090 -0.1 0.0 -0.1
H -3.0045 6.4471 4.2462 0.1 0.0 0.0
H -4.3120 5.2975 4.2557 0.0 0.1 -0.1
H -3.0713 3.6280 3.1381 0.0 -0.1 0.2
H -2.5536 5.1150 2.4141 -0.1 -0.1 -0.1
H -0.8484 4.0315 4.6649 0.0 0.1 0.1
H -0.4055 5.0049 3.2482 0.1 0.2 0.3
H -1.3766 2.1615 2.9844 -0.1 0.0 -0.2
H -0.4806 3.1261 1.8030 -0.1 0.0 -0.1
H 0.5556 1.9132 4.3850 0.0 0.0 0.1
H 1.3774 3.2377 3.5895 0.0 0.0 0.1
H 0.8948 1.3075 1.5329 -0.1 -0.1 0.0
H 1.4989 0.4177 2.9285 -0.2 -0.1 0.0
H 2.9017 2.6004 1.4045 -0.1 0.1 0.0
H 3.3260 2.2609 3.0613 0.0 0.0 0.0
H 3.1919 -0.2394 1.4997 -0.2 0.0 0.0
H 4.2881 0.9200 0.7912 0.0 -0.1 -0.1
H 4.6786 0.7639 3.7009 -0.1 0.0 0.1
H 4.9098 -0.7822 2.9146 0.1 -0.1 0.1
H 6.9919 -0.1258 1.6366 0.0 0.0 -0.1
H 6.3411 1.7632 1.5222 0.0 0.1 0.0
H 6.9437 0.6793 4.4945 -0.1 -0.1 0.0
H 7.3231 2.2415 3.7837 -0.1 0.0 0.2
H 9.4503 1.6269 3.2691 0.1 0.0 -0.1
H 8.9620 0.0246 2.7088 0.1 0.0 0.0
H 9.3976 -0.8708 4.6621 -0.2 -0.1 0.2
H 8.8771 0.4085 5.5488 -0.1 -0.1 0.0
C -6.9932 -3.0701 4.9771 -0.1 0.1 -0.1
C -5.5538 -2.6070 4.9275 0.0 -0.3 0.3
O -5.3067 -1.7529 3.7917 0.0 0.0 -0.1
C -5.7274 -0.5036 3.9006 0.1 0.0 0.1
O -6.2709 0.0030 4.8356 -0.1 0.0 0.0
C -5.3603 0.2767 2.6226 0.0 0.0 0.0
F -5.7284 -0.3931 1.5244 0.0 -0.1 0.0
F -4.0409 0.4687 2.5699 0.1 0.0 0.0
F -5.9595 1.4588 2.6115 -0.1 0.1 0.0
H -7.2632 -3.5710 4.0470 0.0 -0.1 0.0
H -7.1277 -3.7682 5.8027 0.0 0.0 0.0
H -7.6736 -2.2324 5.1216 0.0 0.0 0.1
H -4.8814 -3.4499 4.7877 0.0 0.0 -0.1
H -5.2622 -2.0851 5.8381 -0.1 0.1 0.0
C -6.5361 -0.5093 -1.3475 -0.2 -0.2 0.0
C -6.9724 -0.2401 -2.7702 0.3 0.4 0.2
O -7.8542 -1.2745 -3.2678 0.0 -0.1 0.0
C -9.1060 -1.2305 -2.8538 0.1 0.1 0.0
O -9.6123 -0.4224 -2.1339 -0.1 0.0 0.0
C -9.8920 -2.3978 -3.4864 0.0 0.0 0.1
F -9.2463 -3.5567 -3.3359 0.0 -0.1 0.0
F -10.0554 -2.1809 -4.7980 0.0 0.0 -0.1
F -11.0902 -2.5103 -2.9304 -0.1 0.0 0.0
H -6.0720 -1.4939 -1.2782 0.1 0.0 0.0
H -5.8134 0.2409 -1.0340 0.0 0.0 0.0
H -7.3773 -0.4835 -0.6576 0.0 0.1 0.0
H -6.1147 -0.2567 -3.4312 -0.1 -0.1 -0.1
H -7.4603 0.7292 -2.8698 -0.2 -0.1 0.0
C 12.7793 -0.9899 5.1812 0.1 -0.2 0.2
C 12.8583 -1.4057 3.7331 -0.2 0.4 0.0
O 13.4877 -2.7035 3.5746 0.1 -0.1 0.0
C 12.7496 -3.7576 3.8638 0.0 0.2 0.0
O 11.6124 -3.7844 4.2268 0.0 -0.1 0.0
C 13.5809 -5.0363 3.6288 0.0 0.0 0.0
F 14.7800 -4.9540 4.2163 0.1 0.0 0.0
F 13.7767 -5.2266 2.3181 0.0 0.0 -0.1
F 12.9542 -6.1002 4.1140 -0.1 -0.1 0.0
H 13.7665 -1.0094 5.6482 0.0 0.1 -0.1
H 12.3617 0.0131 5.2465 -0.1 0.0 0.0
H 12.1304 -1.6564 5.7468 -0.1 0.0 0.0
H 13.4939 -0.7279 3.1685 0.1 -0.1 0.0
H 11.8747 -1.4175 3.2656 0.0 -0.1 0.1
C -4.8185 -2.1501 -9.2924 0.1 0.1 0.1
C -5.5671 -2.2753 -7.9845 -0.2 -0.2 -0.3
O -4.7199 -1.9393 -6.8640 0.1 0.0 0.0
C -4.5194 -0.6507 -6.6519 -0.1 -0.1 0.0
O -4.9929 0.2697 -7.2482 0.0 0.1 0.0
C -3.5773 -0.4735 -5.4447 0.1 0.0 0.0
F -2.4964 -1.2447 -5.5543 0.1 -0.1 0.0
F -4.2218 -0.8175 -4.3168 0.1 -0.1 0.0
F -3.1893 0.7864 -5.3322 0.0 0.1 0.0
H -3.9214 -2.7654 -9.2724 0.0 -0.1 0.0
H -5.4497 -2.4773 -10.1180 0.0 0.0 0.0
H -4.5146 -1.1214 -9.4794 0.0 0.0 0.0
H -5.8659 -3.3053 -7.8053 0.1 0.0 0.1
H -6.4613 -1.6534 -7.9594 0.1 0.1 0.0
C 1.5652 -0.9277 -10.0057 -0.1 -0.2 0.0
C 1.1390 -0.6641 -11.4326 0.3 0.3 0.1
O 0.2802 -1.7121 -11.9372 0.0 -0.1 0.0
C -0.9761 -1.6785 -11.5313 0.1 0.1 0.0
O -1.4910 -0.8689 -10.8191 -0.1 0.0 0.0
C -1.7520 -2.8610 -12.1463 0.0 0.1 0.1
F -1.0998 -4.0121 -11.9764 0.0 -0.1 0.0
F -1.9273 -2.6690 -13.4578 0.0 0.0 -0.1
F -2.9438 -2.9628 -11.5717 -0.1 -0.1 -0.1
H 2.0520 -1.9001 -9.9276 0.1 0.0 0.0
H 2.2659 -0.1590 -9.6824 0.0 0.0 0.0
H 0.7127 -0.9193 -9.3286 0.0 0.1 0.0
H 1.9974 -0.6699 -12.0999 0.0 -0.1 -0.1
H 0.6312 0.2940 -11.5361 -0.1 -0.1 0.0
```
Positions in Å, forces in eV/Å.

Values from the calculation:
Net charge = -1
Electronic energy = -3660.4162 hartree
Spin multiplicity = 1
Highest occupied orbital energy = -0.16758 Eh
Strongest force on any atom = 0.66 eV/A



C28H79N4O12 | ωB97M-V/def2-TZVPD

```
123
Properties=species:S:1:pos:R:3:forces:R:3
C 2.6374 -0.0568 1.3594 0.1 -0.9 0.8
O 1.5890 0.9480 1.2691 0.6 -0.7 -1.7
C 1.3766 1.3108 -0.1315 -0.2 0.2 0.3
C 0.4914 0.2351 -0.9148 -0.7 -0.1 0.3
C 0.5287 0.3646 -2.5162 -0.6 -1.6 1.7
N 1.9399 0.5963 -2.9337 0.8 -1.8 -1.0
C 3.0119 -0.3046 -3.1615 0.6 3.5 -0.2
N 4.2225 0.4030 -3.5139 -6.1 1.8 1.7
C 3.7350 1.7583 -3.4686 -0.1 -1.5 -0.1
N 4.5626 2.7934 -3.7158 0.6 0.2 0.6
N 2.3539 1.8933 -3.1244 4.0 -2.3 -1.0
H 2.5951 -0.4958 2.4155 0.0 0.8 -1.5
H 3.6903 0.3485 1.1935 -1.4 -0.2 0.1
H 2.4845 -0.9402 0.6460 0.1 1.3 0.8
H 2.4200 1.4756 -0.5624 -1.3 -0.3 0.2
H 0.7982 2.3058 -0.1561 1.0 -1.4 0.2
H 0.7354 -0.8410 -0.5971 -0.1 1.7 -0.5
H -0.6069 0.3892 -0.6055 1.6 -0.2 -0.4
H 0.1807 -0.6488 -2.9275 0.5 1.8 0.3
H -0.2007 1.1680 -2.8436 1.4 -0.9 -0.1
H 2.9682 -1.4371 -3.0864 -0.1 1.6 0.0
H 5.4869 2.7807 -3.2312 -0.7 0.0 -0.8
H 4.3489 3.6066 -4.2962 -0.2 -0.6 0.6
H 1.7622 2.7203 -3.0104 0.3 -0.6 0.0
C -3.7314 0.9043 -5.0576 0.1 0.0 0.1
C -2.2365 1.0766 -4.8775 -0.4 -0.2 -0.5
O -1.6033 -0.1949 -4.7468 0.4 -0.1 0.1
H -4.1605 0.3720 -4.2081 0.0 0.2 -0.1
H -4.2270 1.8730 -5.1531 0.0 -0.1 0.0
H -3.9473 0.3092 -5.9497 0.1 0.2 -0.1
H -2.0248 1.6536 -3.9734 0.1 -0.1 0.0
H -1.7976 1.6008 -5.7329 0.0 0.2 0.1
H -1.7878 -0.6937 -5.5527 0.0 0.1 0.2
C -6.1203 0.1043 -0.3753 0.0 -0.1 0.2
C -5.5168 -0.3416 -1.6905 -0.1 0.4 0.2
O -5.7482 0.6362 -2.6970 0.0 -0.1 -0.2
H -7.1955 0.2673 -0.4811 0.1 -0.1 0.0
H -5.9515 -0.6420 0.4035 -0.1 0.1 -0.1
H -5.6839 1.0551 -0.0526 0.1 0.0 0.0
H -5.9687 -1.2789 -2.0207 0.0 0.1 -0.1
H -4.4360 -0.4946 -1.5913 0.0 -0.2 0.1
H -5.3383 1.4608 -2.4019 -0.3 0.0 0.0
C -7.0928 4.2454 0.8185 -0.1 -0.1 0.2
C -5.8549 4.3100 -0.0523 -0.4 0.2 -0.1
O -6.1693 3.9173 -1.3834 0.2 -0.2 -0.2
H -7.5053 3.2332 0.8256 0.1 0.0 0.0
H -6.8641 4.5401 1.8455 -0.1 0.0 0.0
H -7.8732 4.9050 0.4284 0.1 0.1 0.0
H -5.0849 3.6339 0.3265 0.0 0.0 -0.2
H -5.4441 5.3245 -0.0728 0.1 0.0 0.2
H -6.8439 4.5250 -1.7145 0.1 -0.1 0.1
C 0.2574 0.6464 5.0456 0.0 0.2 0.0
C -0.1379 -0.7217 4.5315 0.0 0.1 0.3
O 0.6253 -1.7279 5.1878 0.2 -0.3 0.0
H 1.3223 0.8258 4.8769 -0.1 0.0 -0.1
H -0.3160 1.4314 4.5473 0.0 0.0 0.1
H 0.0886 0.7180 6.1238 -0.1 0.0 -0.1
H 0.0535 -0.7951 3.4588 0.1 -0.2 0.1
H -1.2007 -0.9163 4.7073 -0.1 0.1 -0.1
H 0.4442 -1.6607 6.1350 0.0 -0.1 -0.2
C -4.3134 -1.3328 4.0020 0.2 0.0 0.1
C -5.3996 -0.6992 3.1572 -0.1 -0.3 0.3
O -6.0533 -1.6883 2.3716 -0.1 -0.1 -0.1
H -3.5801 -1.8379 3.3676 0.0 0.1 0.0
H -3.8001 -0.5789 4.6038 0.0 -0.1 0.0
H -4.7331 -2.0905 4.6697 0.0 0.1 0.1
H -4.9712 0.0405 2.4778 -0.1 -0.1 -0.1
H -6.1436 -0.2007 3.7864 0.1 0.2 0.0
H -6.4384 -2.3358 2.9756 0.0 0.1 -0.1
C -11.0270 6.2946 -0.6390 -0.1 -0.1 0.1
C -9.9495 7.3609 -0.6479 -0.3 -0.2 -0.3
O -8.8842 6.9790 -1.5126 0.3 -0.1 0.0
H -10.6161 5.3370 -0.3091 0.0 0.1 0.1
H -11.8475 6.5739 0.0259 0.0 0.0 -0.1
H -11.4272 6.1405 -1.6452 -0.1 0.1 0.1
H -9.5377 7.4964 0.3540 0.1 0.0 -0.2
H -10.3521 8.3199 -0.9882 -0.1 0.0 0.2
H -9.2528 6.8699 -2.3983 0.1 0.0 0.2
C 3.5905 -3.2767 7.4401 0.1 0.0 0.2
C 3.8274 -3.9042 6.0805 -0.4 0.2 0.1
O 2.6090 -4.4142 5.5542 0.0 -0.2 -0.1
H 3.1735 -4.0111 8.1336 0.1 0.0 -0.1
H 4.5213 -2.8858 7.8579 -0.1 0.0 0.0
H 2.8672 -2.4592 7.3678 0.1 0.0 0.0
H 4.5332 -4.7333 6.1602 -0.2 0.0 -0.1
H 4.2348 -3.1700 5.3773 0.2 0.0 0.1
H 1.9905 -3.6759 5.4777 0.0 0.0 -0.1
C 5.7311 -4.6476 -4.4670 0.0 -0.1 0.0
C 4.4407 -3.9263 -4.1361 0.4 -0.1 -0.2
O 4.6423 -3.0296 -3.0437 -0.4 0.4 0.2
H 6.0915 -5.2059 -3.5997 -0.1 0.0 -0.1
H 5.5881 -5.3411 -5.2982 0.1 0.1 0.0
H 6.5158 -3.9346 -4.7355 0.0 -0.1 -0.1
H 3.6666 -4.6399 -3.8476 0.0 0.2 0.1
H 4.0804 -3.3551 -4.9983 -0.1 -0.1 -0.1
H 5.3223 -2.3958 -3.3090 0.0 -0.2 0.1
C -0.4143 -5.9943 6.0403 0.1 -0.1 0.1
C -1.5916 -5.4888 6.8499 0.1 0.0 -0.4
O -1.6683 -4.0679 6.7723 -0.1 0.3 0.1
H 0.5178 -5.5582 6.4068 -0.1 -0.1 0.0
H -0.3401 -7.0829 6.0955 0.0 0.0 -0.1
H -0.5125 -5.7014 4.9907 0.0 -0.1 0.0
H -1.4800 -5.7634 7.9005 -0.1 0.2 0.0
H -2.5311 -5.9125 6.4805 0.0 -0.2 0.1
H -1.7759 -3.8331 5.8420 0.1 -0.1 0.2
C 10.0102 -1.5309 -6.0121 0.0 0.2 0.0
C 9.3916 -2.4840 -5.0084 0.4 -0.1 -0.3
O 9.2284 -3.7730 -5.5878 -0.2 -0.1 0.1
H 9.3827 -1.4524 -6.9032 0.0 0.0 0.1
H 10.1352 -0.5352 -5.5799 0.1 0.0 -0.1
H 10.9871 -1.8961 -6.3408 0.0 0.1 0.1
H 8.4068 -2.1266 -4.6990 0.0 -0.2 0.0
H 10.0213 -2.5757 -4.1177 -0.1 0.2 0.1
H 10.1027 -4.0869 -5.8506 -0.2 0.0 0.0
C 6.8808 2.6618 0.3397 -0.1 0.0 0.1
C 7.4730 2.2081 -0.9799 0.1 0.2 0.4
O 7.2383 3.1882 -1.9899 -0.3 0.0 -0.4
H 5.8052 2.8309 0.2398 0.0 -0.1 0.0
H 7.0494 1.9165 1.1199 0.0 0.1 0.0
H 7.3244 3.6094 0.6575 0.1 -0.1 0.0
H 7.0119 1.2728 -1.3042 0.0 0.1 -0.2
H 8.5512 2.0483 -0.8894 -0.1 -0.1 0.0
H 7.6559 4.0098 -1.7017 -0.1 -0.1 -0.1
```
Positions in Å, forces in eV/Å.

Values from the calculation:
Net charge = +1
Electronic energy = -2235.6945 hartree
Spin multiplicity = 1
Highest occupied orbital energy = -0.41374 Eh
ΔE to the lowest compared entry with this formula, charge and spin = 0.0 kJ/mol
Strongest force on any atom = 6.57 eV/A